{
  "formula": "C18H28N4O5",
  "method": "the ωB97M-V functional and the def2-TZVPD basis",
  "species": ["C", "C", "C", "H", "C", "N", "C", "C", "C", "O", "N", "C", "O", "H", "N", "C", "O", "C", "C", "O", "C", "H", "C", "H", "O", "H", "H", "H", "C", "C", "H", "C", "C", "H", "H", "H", "C", "H", "H", "H", "H", "H", "H", "H", "N", "H", "H", "H", "H", "H", "H", "H", "H", "H", "H"],
  "positions_angstrom": [[3.078945, 5.764825, 1.411019], [3.445709, 4.326605, 1.754847], [2.626418, 3.328224, 0.940545], [2.802839, 3.493739, -0.123641], [3.015543, 1.885769, 1.273791], [2.191868, 0.918537, 0.565216], [0.977997, 0.505814, 1.054185], [0.243223, -0.452142, 0.401945], [0.649292, -0.941338, -0.888666], [0.029126, -1.687055, -1.617584], [1.882831, -0.429900, -1.300035], [2.679606, 0.469650, -0.653591], [3.734608, 0.851409, -1.105507], [2.220887, -0.747209, -2.201875], [-0.977103, -0.899709, 0.965916], [-2.189853, -0.705374, 0.377711], [-3.209117, -1.210888, 0.821042], [-2.257830, 0.185348, -0.801035], [-3.286336, 0.044402, -1.650482], [-3.486041, 0.791034, -2.761996], [-2.609303, 1.892441, -2.858356], [-2.603132, 2.203825, -3.904132], [-1.209391, 1.492996, -2.383909], [-0.512499, 2.329234, -2.455758], [-1.253098, 1.115556, -1.025985], [-0.852911, 0.649994, -2.990063], [-2.978324, 2.713490, -2.229593], [-4.039572, -0.708582, -1.494035], [-0.875898, -1.857718, 2.060514], [-0.223371, -3.177569, 1.644553], [0.786806, -2.967981, 1.281266], [-0.983414, -3.957103, 0.565950], [-0.159165, -5.177176, 0.158046], [-0.667542, -5.732563, -0.625952], [0.815428, -4.874287, -0.218665], [-0.010923, -5.840300, 1.009033], [-2.365728, -4.389198, 1.047084], [-3.014274, -3.528989, 1.185914], [-2.828894, -5.038958, 0.308314], [-2.292145, -4.936010, 1.986045], [-1.101159, -3.314906, -0.311573], [-0.132355, -3.797584, 2.540063], [-1.891811, -2.029184, 2.417041], [-0.280660, -1.408217, 2.862456], [0.545430, 1.019250, 2.246532], [0.875600, 1.932194, 2.510712], [-0.436618, 0.860463, 2.417956], [2.956836, 1.688588, 2.346587], [4.043128, 1.712757, 0.944679], [1.560955, 3.492009, 1.125129], [4.506126, 4.164087, 1.555205], [3.278669, 4.153613, 2.821125], [3.672496, 6.459877, 1.999178], [3.263010, 5.962300, 0.357827], [2.027232, 5.953505, 1.616279]],
  "forces_ev_per_angstrom": [[0.13, -0.17, 0.13], [-0.24, 0.04, -0.22], [0.30, -0.11, 0.28], [-0.07, -0.02, -0.06], [0.17, 0.39, -0.08], [0.01, 0.05, 0.13], [-0.44, -0.72, -0.22], [0.19, -0.05, 0.15], [0.30, 0.33, 0.45], [-0.10, -0.15, -0.15], [0.02, -0.19, -0.43], [-0.15, -0.11, 0.03], [0.32, 0.15, -0.16], [-0.04, 0.07, 0.17], [0.49, 0.21, 0.09], [-0.34, 0.25, 0.07], [-0.07, -0.10, -0.16], [-0.26, 0.36, -0.60], [0.12, 0.00, 0.23], [-0.11, -0.25, 0.09], [0.56, 0.34, 0.11], [0.02, 0.00, 0.10], [-0.28, 0.13, -0.49], [-0.07, -0.04, -0.06], [-0.37, -0.17, 0.26], [0.03, 0.05, 0.07], [0.00, -0.09, -0.10], [-0.01, -0.06, 0.05], [-0.02, -0.42, 0.27], [-0.25, 0.22, -0.28], [0.08, -0.04, 0.07], [0.03, -0.16, 0.16], [-0.12, 0.29, -0.05], [-0.03, -0.12, -0.09], [0.15, -0.02, -0.05], [0.03, -0.12, 0.10], [0.12, 0.18, -0.12], [-0.11, 0.02, 0.08], [-0.10, -0.11, -0.06], [-0.01, -0.12, 0.14], [0.03, -0.03, 0.05], [0.07, -0.04, 0.05], [0.14, 0.05, 0.08], [-0.10, -0.01, -0.02], [0.15, 0.13, -0.08], [-0.03, -0.02, -0.01], [0.01, 0.00, 0.00], [0.02, -0.03, -0.06], [-0.16, 0.00, 0.17], [-0.07, 0.00, -0.04], [0.07, -0.05, 0.07], [0.07, -0.05, 0.05], [0.01, 0.14, 0.01], [0.00, 0.07, -0.12], [-0.11, 0.06, 0.00]],
  "lumo_energy_ev": 0.47,
  "max_force_ha_per_bohr": 0.0170
}